Computed, not measured: a single C17H22N4O3 molecule, with ωB97M-V/def2-TZVPD.

## Properties
energy above the lowest of the compared OMol25 structures with the same formula, charge and spin: 288.5 kJ/mol
M: 330.4 g/mol
structure (SMILES): CNC(=O)[C@@H](C)NC(=O)[C@@H](Cc1c[nH]c2ccccc12)NC(C)=O

Cartesian coordinates (Å):
C -4.4959 -1.8816 -1.3345
N -3.5152 -2.1624 -0.2042
C -2.2123 -1.8571 -0.4174
O -1.6703 -1.6945 -1.4849
C -1.4045 -1.6088 0.8550
C -0.4020 -2.7451 1.2461
N -0.5048 -0.4223 0.7669
C -0.4221 0.6144 1.6619
O -1.1383 0.5511 2.6900
C 0.4112 1.9021 1.2798
C 0.9284 2.0860 -0.1625
C 1.4258 0.9076 -0.9045
C 0.8558 0.4092 -2.0299
N 1.4464 -0.7834 -2.3561
C 2.5351 -1.1224 -1.4694
C 3.5786 -2.0632 -1.2679
C 4.6509 -1.9651 -0.2976
C 4.6668 -0.7576 0.4657
C 3.7385 0.2778 0.1459
C 2.5945 0.0445 -0.6525
N -0.2098 3.2486 1.5862
C -1.3151 3.9110 1.1565
C -2.4435 3.4136 0.3822
O -1.2847 5.1123 1.3276
H -5.0917 -0.9547 -1.0994
H -5.1672 -2.7258 -1.3831
H -4.0587 -1.9495 -2.2809
H -3.8463 -2.3785 0.7101
H -1.9977 -1.3973 1.6821
H 0.1647 -2.5487 2.1439
H -1.0142 -3.6390 1.3528
H 0.2022 -2.9416 0.3644
H 0.1990 -0.4618 -0.0069
H 1.3393 1.7937 1.8437
H 0.2615 2.6762 -0.7643
H 1.8136 2.8374 -0.0532
H 0.0205 0.7874 -2.6017
H 1.2607 -1.2915 -3.1261
H 3.5493 -2.9636 -1.9298
H 5.3850 -2.7127 -0.2812
H 5.4669 -0.6386 1.1390
H 3.7502 1.2207 0.7163
H 0.3533 3.8706 2.1841
H -3.4821 3.3061 0.8768
H -2.1506 2.5156 -0.1393
H -2.7708 4.1813 -0.3300

Atomic forces in eV per Å
C -0.882 -0.578 3.085
N -0.481 0.661 -2.802
C 0.717 0.607 1.451
O -0.238 -0.008 -0.940
C 3.451 0.216 0.897
C -1.989 -0.532 -1.382
N 0.889 0.654 -1.882
C -3.096 -0.589 0.918
O 1.783 0.855 -1.593
C -0.497 0.501 -0.438
C 2.395 1.239 0.147
C 1.119 -0.283 -0.799
C 0.332 -0.709 0.450
N 2.336 -0.254 2.752
C 0.041 2.785 0.717
C 0.211 -1.679 -0.915
C -3.984 2.884 -1.379
C -1.170 -0.216 -2.531
C -0.472 -0.992 1.821
C 0.544 0.333 0.733
N 1.183 -2.261 1.432
C 0.687 1.620 0.175
C -2.694 -1.105 -0.700
O -0.197 1.416 0.773
H 0.850 -0.840 -0.574
H -0.602 -0.169 0.364
H 1.276 0.720 -1.148
H -0.180 0.212 0.357
H -1.385 0.247 1.407
H 0.043 0.254 0.039
H 0.169 -0.405 0.395
H 0.516 0.121 0.119
H -1.219 0.154 0.998
H -0.342 0.287 0.574
H -0.738 -0.136 -0.283
H -1.312 -1.147 -0.017
H -0.025 -0.193 0.099
H -1.028 -1.912 -2.908
H 0.237 0.715 0.631
H 0.782 -0.874 0.308
H 0.716 0.563 0.815
H 0.252 -0.482 -0.267
H -0.485 -0.597 -0.630
H 2.075 -0.413 0.129
H -0.442 -0.584 -0.282
H 0.857 -0.082 -0.118

Results of the natural (NBO) charge analysis, in e, for atoms 1 through 8: -0.42 -0.62 0.67 -0.63 -0.13 -0.60 -0.63 0.66